(1)
The following is a quantum chemistry calculation of a cluster of 2 separate species, C4H10N3 in total at a distorted geometry, from OMol25.

Computed properties:
- net charge = +1
- 2S+1 = 1
- frontier orbital gap (eV) = 4.811
- E_LUMO (eV) = -6.231
- HOMO level (eV) = -11.042

```
17
Properties=species:S:1:pos:R:3:forces:R:3:nbo_charge:R:1
C 3.640751 0.686768 -0.146754 -1.6 -0.2 -1.0 -0.0793
C -3.042855 0.634984 0.530254 0.0 -0.9 -1.0 -0.6350
C -2.018296 0.192169 -0.593179 -3.2 1.8 -1.7 -0.4292
C -1.039137 -0.840252 -0.146979 -3.6 0.2 3.9 -0.3467
N 0.145659 -0.990979 -0.803349 2.3 -2.8 -1.5 0.1625
N 1.057312 -1.543267 -1.073427 -0.1 1.2 -0.4 0.3808
N 4.738741 0.274865 0.401224 1.8 2.0 -0.9 -0.7419
H 2.685084 0.018173 -0.186477 1.7 0.1 1.1 0.0430
H -2.871724 1.417433 1.204569 2.0 1.1 1.1 0.2407
H -3.878094 1.119111 0.085453 -0.9 -0.2 -1.1 0.2471
H -3.442159 -0.141084 1.145209 -0.2 -1.0 0.1 0.2205
H -1.474334 1.110510 -0.830573 -0.1 -0.2 -0.5 0.2437
H -2.767869 -0.121011 -1.527910 2.6 0.5 2.3 0.2596
H -0.644192 -0.461565 0.857930 -0.6 -0.7 -0.8 0.3032
H -1.645830 -1.825127 -0.001461 1.9 1.2 -0.4 0.3209
H 5.052779 -0.525953 0.973766 -0.6 0.2 -0.5 0.3906
H 5.504158 0.995218 0.111709 -1.3 -2.0 1.4 0.4194
```
Forces are in eV/Å.

(2)
The following is a quantum chemistry calculation of the ion C4H10N3 with charge +1 at a distorted geometry, from OMol25.

Computed properties:
- net charge = +1
- 2S+1 = 1
- frontier orbital gap (eV) = 9.067
- E_LUMO (eV) = -4.152
- HOMO level (eV) = -13.219

```
17
Properties=species:S:1:pos:R:3:forces:R:3:nbo_charge:R:1
C 0.997032 1.176037 0.123920 -1.0 0.5 0.0 -0.2956
C -0.204731 0.833988 -0.770332 0.5 0.3 -0.2 -0.2310
C -0.152983 -1.505942 -0.574273 0.6 0.6 0.6 0.0926
C -1.760129 -0.328429 0.765808 -0.4 -0.1 0.6 -0.4272
N 1.967838 0.069961 0.242512 0.9 0.9 0.0 -0.1831
N 1.748979 -1.106883 0.288521 -0.6 -1.5 -0.4 -0.1020
N -0.813179 -0.400717 -0.318469 -0.1 -0.4 -0.7 -0.3473
H 1.522281 2.050333 -0.261831 0.0 -0.1 0.1 0.2478
H 0.635850 1.402612 1.133656 0.2 0.0 -0.1 0.2372
H -0.925380 1.652695 -0.726303 0.1 -0.1 0.0 0.2471
H 0.119325 0.717691 -1.808181 -0.1 0.0 0.1 0.2349
H 0.388085 -1.615714 -1.502171 0.1 0.1 -0.1 0.2249
H -0.422463 -2.413059 -0.056997 -0.1 -0.1 0.1 0.2399
H -2.401028 0.541243 0.631305 0.0 -0.1 -0.1 0.2333
H -2.381013 -1.221690 0.767544 0.0 0.0 0.0 0.2396
H -1.270671 -0.250857 1.740585 0.1 0.0 0.0 0.2136
H 2.952185 0.398738 0.324711 -0.2 -0.1 0.1 0.3753
```
Forces are in eV/Å.

(3)
The following is a quantum chemistry calculation of a cluster of 2 separate species, C4H10N3 in total at a distorted geometry, from OMol25.

Computed properties:
- net charge = +1
- 2S+1 = 1
- frontier orbital gap (eV) = 9.737
- E_LUMO (eV) = -4.164
- HOMO level (eV) = -13.901

```
17
Properties=species:S:1:pos:R:3:forces:R:3:nbo_charge:R:1
C -2.500580 0.246781 0.533677 1.2 0.0 -1.1 0.4805
C 0.800910 0.679343 -1.046886 -0.4 -0.6 0.0 0.3672
C 1.869832 -1.167584 0.449585 -0.2 1.2 0.0 -0.6239
C 1.291911 0.331514 0.293153 3.2 -2.0 -1.4 -0.5015
N -1.810657 0.041869 -0.377134 -0.8 -0.2 0.6 -0.4901
N -3.113992 0.739539 1.590096 -2.0 0.9 0.9 -0.8373
N 0.500245 -0.206591 -1.920314 2.0 -1.4 0.5 -0.6022
H 0.692250 1.709711 -1.345907 -0.5 0.3 0.2 0.2290
H 1.049185 -1.907698 0.477587 0.4 0.4 0.4 0.2299
H 2.560869 -1.243254 1.360868 -1.2 0.1 -1.5 0.2678
H 2.430084 -1.371241 -0.472187 0.4 -0.2 0.4 0.1992
H 2.086368 1.046594 0.494247 0.1 0.1 0.3 0.2545
H 0.543178 0.462572 0.982253 -2.0 0.7 1.6 0.2782
H -3.635096 1.604221 1.362224 0.6 -0.5 0.2 0.4235
H -3.740953 0.154165 2.156071 0.7 -0.1 -0.5 0.4302
H 0.068621 0.069131 -2.792494 0.1 -0.4 -0.2 0.4454
H 0.907826 -1.189070 -1.744837 -1.6 1.8 -0.6 0.4496
```
Forces are in eV/Å.

(4)
The following is a quantum chemistry calculation of the ion C4H10N3 with charge +1 at a distorted geometry, from OMol25.

Computed properties:
- net charge = +1
- structure (SMILES) = C1=[NH+]CCNCN1
- 2S+1 = 1
- frontier orbital gap (eV) = 10.863
- E_LUMO (eV) = -3.286
- HOMO level (eV) = -14.149

```
17
Properties=species:S:1:pos:R:3:forces:R:3:nbo_charge:R:1
C 0.938592 -0.839168 -0.784239 0.5 -0.1 0.1 -0.2719
C 1.216914 0.697321 -0.397069 0.0 0.1 -0.3 -0.2527
C -0.508156 1.202464 1.059644 -0.1 0.6 0.0 -0.0492
C -1.369424 -1.007687 -0.283753 -0.4 -0.4 -0.2 0.3888
N -1.279792 -0.091597 0.670973 -0.1 0.0 0.3 -0.5681
N -0.429417 -1.424595 -1.103207 1.3 2.9 2.0 -0.5182
N 0.909639 1.313302 0.933850 -0.9 -2.5 -1.7 -0.5639
H 1.548261 -1.003254 -1.673326 0.0 0.0 0.1 0.2426
H 1.338711 -1.455454 0.028251 0.0 0.0 -0.1 0.2182
H 2.294539 0.788297 -0.530633 0.0 -0.1 -0.2 0.2426
H 0.732086 1.330670 -1.144932 0.1 0.0 0.0 0.2107
H -0.964116 1.954756 0.403206 0.1 -0.1 0.1 0.2108
H -0.818428 1.388893 2.087479 -0.1 -0.1 -0.1 0.2293
H -2.334490 -1.501997 -0.353570 0.0 0.0 0.0 0.2273
H -2.141048 -0.031286 1.203035 0.0 -0.2 -0.2 0.4249
H -0.548254 -2.151540 -1.788525 -0.2 0.0 0.0 0.4511
H 1.414385 0.830874 1.672816 -0.1 0.0 0.0 0.3778
```
Forces are in eV/Å.

(5)
The following is a quantum chemistry calculation of a structure of composition C4H10N3 at a distorted geometry, from OMol25.

Computed properties:
- net charge = +1
- 2S+1 = 1
- frontier orbital gap (eV) = 8.943
- E_LUMO (eV) = -5.581
- HOMO level (eV) = -14.524

```
17
Properties=species:S:1:pos:R:3:forces:R:3:nbo_charge:R:1
C 1.391638 1.253154 0.287926 0.5 -0.9 -2.6 -0.1407
C 1.280072 -1.168710 0.145523 -0.5 0.8 -3.0 -0.0716
C -0.846986 0.125581 -0.264263 0.8 1.6 -2.8 0.0775
C -2.326861 0.005486 -0.094216 -0.4 0.1 -0.1 -0.6727
N 1.932716 0.047378 -0.383189 -0.4 -0.2 -0.7 -0.5940
N 0.011717 1.061208 0.577817 -3.2 -3.0 0.4 -0.0917
N -0.097633 -0.784125 0.497979 0.5 2.1 1.2 -0.3312
H 1.862878 1.558181 1.198881 0.6 -0.1 0.5 0.2302
H 1.526119 2.035275 -0.499432 -0.4 -0.1 0.8 0.2696
H 1.240522 -1.946757 -0.696074 0.2 0.9 1.4 0.2539
H 1.773371 -1.481577 1.005627 0.7 -0.9 1.5 0.2277
H -0.606543 0.180854 -1.362912 0.1 -0.4 1.1 0.2224
H -2.713443 0.006631 0.900874 0.1 0.0 0.9 0.2420
H -2.820581 -0.807709 -0.624021 0.9 -0.9 0.1 0.2689
H -2.838095 0.760398 -0.616490 -0.3 1.8 -0.4 0.2639
H 1.852848 0.124134 -1.422004 0.1 -0.2 1.4 0.3927
H -0.621738 -0.969403 1.347977 0.7 -0.8 0.4 0.4532
```
Forces are in eV/Å.

(6)
The following is a quantum chemistry calculation of the ion C4H10N3 with charge +1 at a distorted geometry, from OMol25.

Computed properties:
- net charge = +1
- 2S+1 = 3
- frontier orbital gap (alpha / beta) (eV) = 5.662 / 8.364
- E_LUMO (alpha / beta) (eV) = -3.516 / -7.044
- HOMO level (alpha / beta) (eV) = -9.178 / -15.407

```
17
Properties=species:S:1:pos:R:3:forces:R:3:mulliken_spin:R:1
C -0.330962 -0.511369 -0.652196 7.3 -9.7 5.3 0.7405
C -1.067076 1.505180 -0.977075 -0.7 0.2 -0.5 0.0059
C -0.068944 -1.982281 -0.903698 1.9 2.1 1.3 -0.0489
C 1.132302 -0.168286 1.489641 0.5 -4.8 -2.0 0.0469
N -0.993667 0.187286 -1.464646 -5.3 7.1 -4.8 0.7584
N 0.065569 0.022328 0.575217 -3.5 2.4 -0.3 0.3198
N -0.308087 1.454621 0.413154 -1.5 -2.7 0.5 0.0142
H -0.418855 2.238993 -1.535276 -1.0 -0.4 0.1 0.0503
H -2.211904 1.752947 -0.882341 2.3 0.3 0.1 0.0456
H 0.915106 -2.299124 -1.188215 1.4 0.7 -0.6 0.0534
H -0.596880 -2.313051 -1.697057 -2.4 -1.0 -2.3 0.0061
H -0.114273 -2.638570 -0.090463 -1.2 -0.8 1.8 0.0269
H 1.903988 0.410384 1.122883 2.5 1.0 -0.6 -0.0192
H 0.967956 0.017167 2.475486 -1.2 1.1 2.7 0.0201
H 1.400862 -1.319138 1.530631 -0.3 2.4 -0.6 -0.0036
H 0.539735 1.895048 0.561762 2.6 2.1 -0.8 -0.0141
H -0.814868 1.747865 1.222192 -1.3 0.1 0.7 -0.0023
```
Forces are in eV/Å.

Record-wise relative energy (zero: lowest compared OMol25 entry of this formula, charge and spin) values, in eV: 6.9042 3.5413 1.6978 1.2520 4.2581 4.3596